1.
The following is a DFT calculation (ωB97M-V/def2-TZVPD) of a cluster of 2 separate species, C5H14BN4O6S in total in a non-equilibrium geometry.

Element x y z (Å)
S  2.9149  -1.5798  -0.5534
O  -3.5916  -2.5338  -0.1795
O  2.8442  -2.6324  0.5328
O  -3.6530  -2.1365  -2.5995
O  4.4402  -0.9231  -0.5360
O  1.4690  2.7296  3.2410
O  2.5149  -2.2221  -1.8404
N  -0.8196  1.4581  1.3232
N  -2.3559  -0.1760  1.1689
N  -0.8306  1.0758  0.0295
N  -2.1305  -0.6637  -1.2398
C  0.0599  1.6265  -1.0375
C  1.2899  0.6187  -1.2853
C  1.6608  -0.2883  -0.0315
C  -1.7903  0.0251  -0.1421
C  -1.7523  0.7163  2.0913
B  -3.1381  -1.7762  -1.2965
H  1.1000  0.0507  -2.2450
H  -0.2328  2.1741  1.7842
H  -1.9779  0.7588  3.1954
H  2.2302  2.6494  3.8289
H  2.1401  0.3221  0.8073
H  2.2063  1.2784  -1.4866
H  -1.6678  -0.4312  -2.1314
H  -0.5192  1.6979  -2.0238
H  0.7581  3.0281  3.8217
H  5.0254  -1.6970  -0.3333
H  0.7920  -0.8989  0.3830
H  0.3929  2.6912  -0.8109
H  -3.2245  -2.9951  -2.8120
H  -4.1547  -1.9467  0.3774

Output
Charge: +1
Lowest unoccupied orbital energy, Ha: -0.1364
Multiplicity: 1



2.
The following is a DFT calculation (ωB97M-V/def2-TZVPD) of a cluster of 6 separate species, C31H36BBr2F41NO8P2 in total in a non-equilibrium geometry.

Element x y z (Å)
Br  5.1384  5.7972  1.0433
Br  2.6990  1.8341  3.1177
P  1.7168  3.1680  1.3708
P  4.3109  3.7052  -1.5756
F  -0.0119  -10.9423  -4.8625
F  3.9379  3.7964  9.6964
F  5.5704  3.5137  7.5865
F  0.1115  -0.4501  -2.4862
F  2.0577  -1.0782  0.6730
F  2.0651  -1.1833  -1.8507
F  -4.2449  3.4262  1.8020
F  2.2424  4.8344  10.6104
F  4.4644  1.2297  6.6341
F  -6.7998  -2.1195  0.3748
F  2.3676  6.7562  8.6794
F  -0.1638  -1.9976  -0.3138
F  -6.8804  -0.8389  -4.0231
F  -1.2856  -9.1147  -3.3123
F  -3.3672  0.4698  -6.8185
F  -5.2498  -0.8532  -5.4685
F  3.9193  -1.7175  1.6206
F  -6.0829  0.4826  -7.5503
F  0.6752  -7.4804  -3.3561
F  -2.9888  1.3654  3.1071
F  3.4846  -3.1167  -0.6317
F  -6.7089  1.5686  -5.3296
F  -0.9696  -2.9276  -2.0905
F  -6.0685  -0.7028  1.8696
F  -5.5737  1.8024  2.3393
F  1.8626  -8.7738  -1.1605
F  -4.9838  -0.4417  -0.7309
F  5.4577  3.4027  5.4075
F  1.9577  4.7662  7.9103
F  -3.1263  2.3288  -7.9401
F  1.9906  -6.2413  -2.1433
F  -7.0138  -0.1920  -1.4729
F  0.9534  -7.2741  0.1410
F  -1.8009  -11.1640  -2.8166
F  1.4101  -9.9644  -3.5173
F  3.3541  -4.2936  1.2053
F  2.9686  2.4274  7.6886
F  -6.1225  1.7246  -3.2476
F  -3.5389  0.0062  1.4844
F  -4.6416  0.5124  -9.1958
F  -1.3623  3.1526  0.4820
O  -4.5518  1.7468  -4.7591
O  -4.9044  2.0832  0.2102
O  2.8204  2.5328  0.2055
O  3.9818  5.6946  7.6524
O  -0.4694  -10.0819  -1.4605
O  2.8297  4.4602  1.6742
O  0.9339  -3.6874  -1.3100
O  5.1235  1.0205  -0.7068
N  3.9358  5.1935  -1.9207
C  4.1033  4.1543  1.2897
C  2.6542  -2.0912  1.3249
C  -0.8111  -10.2475  -2.7709
C  -6.1426  1.5456  -0.1890
C  2.9061  5.5318  8.4664
C  0.8871  -1.5474  -2.3879
C  5.8624  1.4952  1.6410
C  4.1048  3.1297  0.1792
C  0.7994  -7.9558  -1.0312
C  -5.6676  -0.3128  -4.3049
C  3.3379  4.9924  9.8281
C  -4.5462  2.1467  1.5321
C  0.7624  4.1061  -0.0072
C  -4.0065  1.5898  -7.2081
C  -6.2070  0.0210  -0.3952
C  3.7496  2.3815  6.5782
C  -5.7625  1.2059  -4.4422
C  1.3918  -3.9965  0.0038
C  4.7153  3.5621  6.5320
C  -6.7968  -0.8113  0.7445
C  0.1822  -2.5521  -1.4821
C  -0.4774  -8.7975  -0.8735
C  2.7173  -3.3504  0.4527
C  4.0920  4.9630  6.4401
C  0.8074  -6.9049  -2.1426
C  -0.1000  2.1172  -1.2005
C  -4.3645  2.4361  -5.9750
C  -3.3011  1.3071  1.7928
C  -5.1452  1.2331  -8.1641
C  -0.4228  3.3752  -0.5040
C  0.3629  -10.8073  -3.5708
B  5.0620  1.8581  0.3699
H  0.8171  2.0765  1.2779
H  0.4749  5.0435  0.4156
H  -5.6112  2.1376  -8.5656
H  -3.4927  3.0592  -5.7929
H  -2.4624  1.6673  1.2003
H  -7.8272  -0.5062  0.9492
H  -1.3687  -8.2352  -1.1469
H  -4.9671  -0.5922  -3.5154
H  5.6405  3.4128  -1.9278
H  1.3800  4.2928  -0.8491
H  0.4887  1.4767  -0.5900
H  0.9006  3.6955  2.4079
H  1.0696  -1.9660  -3.3802
H  -0.9110  3.9951  -1.2292
H  3.4937  2.8210  -2.3067
H  -0.9757  1.5703  -1.4533
H  3.1546  4.9511  5.8874
H  -0.5597  -8.9944  0.1923
H  4.2327  0.8499  -1.0103
H  3.1232  2.3762  5.6852
H  -6.9620  1.9058  0.4327
H  0.4702  2.3223  -2.0801
H  0.6630  -11.7788  -3.1736
H  1.5969  -5.0585  -0.0295
H  2.1186  -2.2888  2.2587
H  6.1760  2.3366  2.2182
H  -6.3064  1.9778  -1.1687
H  4.0290  5.6881  10.3079
H  4.7859  5.5471  5.8418
H  5.2448  0.8975  2.2714
H  4.5590  3.7264  2.1472
H  0.0060  -6.1721  -2.0046
H  -5.1871  3.1194  -6.1808
H  4.7220  5.6851  -2.2900
H  6.7034  0.8864  1.3961
H  0.6046  -3.8683  0.7435

Output
Charge: -1
Lowest unoccupied orbital energy, Ha: 0.0605
Multiplicity: 1



3.
The following is a DFT calculation (ωB97M-V/def2-TZVPD) of a cluster of 2 separate species, C4H10O in total in a non-equilibrium geometry.

Element x y z (Å)
O  -4.0714  -0.8744  1.1622
C  0.3990  0.7519  -1.0170
C  1.3549  -1.2183  0.2432
C  0.2989  -0.4984  -0.5855
C  1.4284  1.7453  -0.6105
H  -0.5985  -1.0730  -0.8501
H  1.5503  -2.2425  -0.1165
H  2.3161  -0.6826  0.3186
H  1.1474  2.4024  0.2296
H  -3.6408  -0.3044  1.8388
H  1.5426  2.3628  -1.5173
H  -4.6189  -1.5058  1.6818
H  -0.4132  1.1398  -1.6459
H  2.3995  1.2756  -0.3802
H  0.9058  -1.2784  1.2489

Output
Charge: 0
Energy relative to the best compared isomer or geometry (same formula, charge and spin), kcal per mole: 23.21
Lowest unoccupied orbital energy, Ha: 0.0320
Multiplicity: 1
Structure (SMILES): C/C=C\C.O



| no. | E_tot (eV) | highest occupied orbital energy (eV) |
| --- | --- | --- |
| 1 | -35162.7992 | -13.3287 |
| 2 | -321359.8429 | -5.4792 |
| 3 | -6356.7966 | -9.0335 |